[1]
Entry from the Open Molecules 2025 dataset: a structure of composition C32H44BBeF4N4O4 (ωB97M-V/def2-TZVPD).

Each line ends with the Löwdin charge.
Positions of all 90 atoms, in Å:
Be 2.456 -2.859 1.746  0.7389
B 1.046 -0.455 0.342  -1.4403
F 0.560 -0.986 1.486  0.1438
F 1.568 0.810 0.433  0.1445
F 2.135 -1.288 -0.071  0.0307
F 0.146 -0.487 -0.724  0.1105
N -1.593 3.583 0.037  0.0839
C -0.251 3.568 -0.282  -0.1383
C 0.507 4.673 -0.596  -0.0602
C -0.108 5.933 -0.532  -0.0736
C -1.448 6.025 -0.231  -0.0721
C -2.133 4.832 0.046  -0.1658
H 0.191 2.585 -0.226  0.0836
H 1.549 4.502 -0.823  0.1078
H 0.500 6.825 -0.553  0.1042
H -1.933 6.987 -0.157  0.1021
H -3.186 4.932 0.260  0.0958
N 0.643 -4.172 0.425  0.0386
C 0.739 -5.546 0.356  -0.1137
C -0.278 -6.375 -0.185  -0.0678
C -1.429 -5.804 -0.715  -0.0684
C -1.544 -4.405 -0.698  -0.0436
C -0.529 -3.645 -0.078  -0.1028
H 1.679 -5.954 0.698  0.0925
H -0.145 -7.439 -0.059  0.0976
H -2.182 -6.477 -1.098  0.1045
H -2.436 -3.950 -1.103  0.1057
H -0.736 -2.586 -0.056  0.0885
N 3.442 1.979 -4.966  0.0593
C 3.259 1.068 -3.963  -0.1303
C 2.211 1.178 -3.125  -0.0780
C 1.291 2.222 -3.246  -0.0677
C 1.417 3.089 -4.314  -0.0745
C 2.524 2.943 -5.153  -0.1511
H 3.957 0.245 -3.920  0.1106
H 2.079 0.392 -2.395  0.0850
H 0.497 2.268 -2.516  0.0696
H 0.601 3.751 -4.564  0.0967
H 2.628 3.615 -5.992  0.0959
N 3.137 -1.393 3.802  0.0370
C 3.484 -0.098 3.649  -0.1251
C 3.962 0.701 4.671  -0.0568
C 4.137 0.143 5.933  -0.0613
C 3.760 -1.173 6.150  -0.0681
C 3.193 -1.847 5.096  -0.1376
H 3.361 0.425 2.712  0.1116
H 4.191 1.718 4.390  0.1086
H 4.597 0.750 6.699  0.1076
H 3.978 -1.641 7.098  0.1082
H 2.993 -2.901 5.224  0.1051
C -0.753 -1.136 4.474  -0.0017
C -0.316 -2.589 4.343  -0.4408
O 0.302 -2.958 3.304  -0.0529
C -0.574 -3.519 5.438  -0.0280
H -0.393 -0.441 3.716  0.0747
H -0.561 -0.714 5.460  0.0829
H -1.839 -1.160 4.374  0.0896
H -0.131 -4.492 5.225  0.0894
H -1.637 -3.747 5.519  0.0980
H -0.208 -3.161 6.401  0.0925
C 0.669 -1.582 -5.575  -0.0260
C 1.543 -2.232 -4.561  -0.5008
O 2.578 -2.734 -4.908  0.0650
C 1.122 -2.112 -3.085  -0.0143
H 0.180 -0.666 -5.243  0.0737
H -0.067 -2.320 -5.894  0.0876
H 1.274 -1.423 -6.468  0.0872
H 0.434 -2.927 -2.862  0.0792
H 0.579 -1.171 -2.991  0.0518
H 1.925 -2.126 -2.348  0.0786
C -3.934 1.992 1.853  -0.0240
C -3.580 0.528 1.705  -0.4757
O -4.239 -0.363 2.238  0.0382
C -2.336 0.158 0.980  -0.0234
H -4.967 2.011 2.200  0.0812
H -3.977 2.340 0.821  0.0621
H -3.234 2.645 2.374  0.0831
H -2.496 0.149 -0.098  0.0823
H -1.980 -0.826 1.287  0.0739
H -1.509 0.843 1.166  0.0790
C -3.514 3.556 -2.766  -0.0274
C -3.611 2.053 -2.713  -0.4237
O -4.739 1.496 -2.625  0.0163
C -2.297 1.258 -2.798  -0.0264
H -2.464 3.790 -2.941  0.0672
H -3.771 4.046 -1.827  0.0609
H -4.115 4.020 -3.548  0.0894
H -2.510 0.189 -2.837  0.0849
H -1.612 1.559 -2.005  0.0506
H -1.733 1.508 -3.697  0.0748

Computed properties:
Lowest unoccupied orbital energy (alpha / beta)   0.06 / -1.17 eV
Energy above the lowest of the compared OMol25 structures with the same formula, charge and spin   0.000 eV
Frontier orbital gap (alpha / beta)   7.53 / 7.82 eV
2S+1   2
E_HOMO (alpha / beta)   -7.46 / -8.99 eV


[2]
Entry from the Open Molecules 2025 dataset: the molecule C6H13P (ωB97M-V/def2-TZVPD).

Each line ends with the Löwdin charge.
Positions of all 20 atoms, in Å:
C -2.001 -1.170 0.026  -0.1366
C -1.248 -0.222 -0.834  -0.2824
C -0.168 0.338 0.111  -0.3363
C -0.615 1.684 0.794  -0.0609
C 1.103 -0.165 0.002  -0.5514
C 2.331 0.761 0.540  -0.0686
P 1.500 -1.830 -0.470  0.8188
H -1.748 -0.934 1.134  0.1085
H -1.817 -2.217 -0.313  0.0685
H -3.130 -1.133 -0.116  0.0827
H -1.802 0.512 -1.355  0.0914
H -0.609 -0.815 -1.510  0.0410
H -0.923 1.483 1.830  0.0689
H -1.561 2.215 0.229  0.1250
H 0.060 2.552 0.753  0.0518
H 3.192 0.598 -0.062  0.0416
H 2.639 0.678 1.564  0.0567
H 1.739 1.682 0.477  0.0392
H 0.473 -2.446 -1.436  -0.0526
H 2.585 -1.572 -1.363  -0.1053

Computed properties:
Lowest unoccupied orbital energy   0.96 eV
SMILES string   CC/C(C)=C(/C)P
Energy above the lowest of the compared OMol25 structures with the same formula, charge and spin   2.482 eV
Frontier orbital gap   9.08 eV
E_HOMO   -8.12 eV


[3]
Entry from the Open Molecules 2025 dataset: a cluster of 5 separate species, C13H29Br4N3O3 in total (ωB97M-V/def2-TZVPD).

Each line ends with the Löwdin charge.
Positions of all 52 atoms, in Å:
C -2.669 -1.975 -1.018  -0.0611
N -3.320 -0.756 -0.675  -0.1996
C -3.184 -0.397 0.677  -0.0854
C -3.795 0.061 -1.590  -0.3794
O -4.495 1.000 -1.339  0.0381
H -1.591 -1.812 -1.038  0.0746
H -2.827 -2.461 -1.981  0.0978
H -2.713 -2.666 -0.176  0.0928
H -3.078 0.688 0.706  0.0905
H -4.096 -0.660 1.213  0.0663
H -2.244 -0.622 1.179  0.0603
H -3.676 -0.350 -2.604  0.1421
C 4.341 -2.484 -2.125  -0.0537
N 3.606 -2.164 -3.384  -0.1728
C 4.534 -1.841 -4.429  -0.0657
C 2.286 -2.436 -3.525  -0.3751
O 1.602 -2.239 -4.488  0.0121
H 4.822 -1.621 -1.666  0.0827
H 5.196 -3.109 -2.383  0.0722
H 3.713 -2.963 -1.373  0.0726
H 5.432 -2.454 -4.349  0.0815
H 3.992 -1.974 -5.366  0.0891
H 4.846 -0.797 -4.415  0.0885
H 1.846 -2.732 -2.560  0.1197
C -0.064 0.117 2.442  -0.0641
N 1.099 -0.218 1.556  -0.1667
C 2.165 0.786 1.388  -0.0338
C 0.996 -1.320 0.738  -0.3239
O 1.755 -1.557 -0.194  -0.0065
H 0.483 0.402 3.341  0.0847
H -0.741 -0.659 2.800  0.0894
H -0.594 1.029 2.169  0.0599
H 1.698 1.759 1.539  0.0554
H 2.887 0.556 2.171  0.0936
H 2.708 0.769 0.443  0.0853
H 0.150 -1.960 1.031  0.1279
Br -1.263 3.153 5.558  0.5581
C -2.571 2.416 4.209  -0.5955
C -3.604 1.574 5.059  -0.6866
Br -4.725 0.438 3.932  0.6344
H -2.097 1.737 3.500  0.0095
H -3.087 3.220 3.685  0.0641
H -4.293 2.261 5.549  0.0478
H -3.272 0.794 5.745  0.0329
Br 0.429 1.153 -3.061  0.6492
C -0.016 2.161 -1.449  -0.7245
C 1.051 3.186 -1.071  -0.5939
Br 0.272 4.288 0.461  0.5486
H -0.297 1.521 -0.613  0.0329
H -1.007 2.567 -1.648  0.0431
H 1.425 3.830 -1.867  0.0575
H 1.987 2.762 -0.707  0.0333

Computed properties:
Lowest unoccupied orbital energy   0.26 eV
SMILES string   CN(C)C=O.CN(C)C=O.CN(C)C=O.BrCCBr.BrCCBr
Energy above the lowest of the compared OMol25 structures with the same formula, charge and spin   2.804 eV
Frontier orbital gap   9.34 eV
E_HOMO   -9.08 eV


[4]
Entry from the Open Molecules 2025 dataset: a cluster of 6 separate species, C3H18O6 in total (ωB97M-V/def2-TZVPD).

Each line ends with the Löwdin charge.
Positions of all 27 atoms, in Å:
C 1.153 2.244 -1.977  -0.1540
O 2.284 2.816 -1.345  -0.1184
H 0.339 2.964 -1.930  0.0842
H 1.351 2.051 -3.037  0.0796
H 0.827 1.326 -1.481  0.0519
H 3.058 2.296 -1.574  0.0708
C -0.179 -1.458 -0.904  -0.1349
O -1.275 -2.302 -0.580  -0.1234
H -0.561 -0.438 -0.925  0.0559
H 0.639 -1.483 -0.183  0.0625
H 0.233 -1.689 -1.890  0.0912
H -0.980 -3.214 -0.668  0.0939
C 2.542 -0.082 1.509  -0.1473
O 2.053 1.232 1.767  -0.1194
H 2.384 -0.398 0.470  0.0553
H 3.605 -0.143 1.742  0.0820
H 1.973 -0.796 2.108  0.0831
H 2.789 1.840 1.674  0.0813
O -0.997 1.708 1.488  -0.0617
H -0.088 1.406 1.641  -0.0007
H -1.448 1.000 1.012  -0.0085
O -3.657 -2.792 1.871  -0.0533
H -4.386 -2.810 1.242  0.0376
H -2.863 -2.820 1.326  0.0033
O -3.188 -0.042 -0.179  -0.0469
H -2.974 0.419 -0.997  0.0451
H -2.634 -0.835 -0.180  -0.0092

Computed properties:
Lowest unoccupied orbital energy   0.20 eV
SMILES string   CO.CO.CO.O.O.O
Energy above the lowest of the compared OMol25 structures with the same formula, charge and spin   2.056 eV
Frontier orbital gap   10.72 eV
E_HOMO   -10.52 eV


[5]
Entry from the Open Molecules 2025 dataset: a cluster of 3 separate species, C4H14N2O2 in total (ωB97M-V/def2-TZVPD).

Each line ends with the Löwdin charge.
Positions of all 22 atoms, in Å:
C -1.071 0.393 -1.452  -0.0480
C -1.126 0.778 0.025  -0.4245
C -0.883 2.272 0.231  -0.0542
N -0.105 -0.005 0.730  -0.1301
O -0.276 0.072 2.146  -0.0356
H -0.076 0.582 -1.855  0.0855
H -1.311 -0.660 -1.593  0.0701
H -1.791 0.985 -2.015  0.0826
H -2.110 0.515 0.434  0.1409
H -1.640 2.853 -0.294  0.0806
H 0.098 2.550 -0.156  0.0855
H -0.937 2.531 1.287  0.0715
H -0.148 -1.161 0.478  0.1156
H 0.385 0.708 2.453  0.1021
C 0.360 -2.660 0.043  -0.2203
O 1.522 -2.504 -0.405  -0.0771
H -0.458 -2.887 -0.661  0.0853
H 0.227 -3.076 1.055  0.0942
N 2.330 -0.400 -0.147  -0.0520
H 1.202 -0.017 0.291  0.0566
H 2.738 -0.082 -1.021  -0.0169
H 3.070 -0.787 0.426  -0.0118

Computed properties:
Lowest unoccupied orbital energy   0.18 eV
SMILES string   CC(C)NO.C=O.N
Energy above the lowest of the compared OMol25 structures with the same formula, charge and spin   5.610 eV
Frontier orbital gap   7.61 eV
E_HOMO   -7.43 eV


[6]
Entry from the Open Molecules 2025 dataset: a cluster of 3 separate species, C20H20F2O8 in total (ωB97M-V/def2-TZVPD).

Each line ends with the Löwdin charge.
Positions of all 50 atoms, in Å:
C 3.253 -0.657 0.995  -0.0508
C 1.900 0.070 0.729  -0.3917
C 1.016 -0.782 -0.208  -0.0650
C 1.183 0.488 2.027  -0.1038
C -0.220 0.970 1.675  -0.1326
C -0.372 1.957 0.799  0.0658
C -1.748 2.389 0.414  -0.3012
O -1.989 3.514 0.018  0.1049
C -2.804 1.315 0.511  -0.0964
C -3.889 1.355 -0.324  -0.0039
C -4.811 0.346 -0.232  -0.0752
C -4.663 -0.666 0.665  -0.0836
C -3.575 -0.707 1.501  -0.0078
C -2.652 0.292 1.416  -0.0978
C -1.429 0.343 2.299  -0.2622
O -1.439 -0.071 3.447  0.1227
H 3.415 -0.872 2.054  0.0738
H 3.233 -1.589 0.430  0.0634
H 4.125 -0.107 0.636  0.0531
H 2.136 0.994 0.196  0.0951
H 0.496 -0.091 -0.880  0.0773
H 0.220 -1.319 0.310  0.0687
H 1.576 -1.452 -0.859  0.0748
H 1.752 1.231 2.585  0.1278
H 1.065 -0.401 2.657  0.1205
H 0.469 2.467 0.343  0.1343
H -3.953 2.164 -1.038  0.1270
H -5.660 0.387 -0.905  0.1111
H -5.391 -1.465 0.744  0.1052
H -3.425 -1.517 2.204  0.1297
O 3.474 3.170 0.807  0.1850
C 4.455 3.097 0.152  -0.5396
O 4.776 2.040 -0.639  0.0561
C 5.968 2.389 -1.351  -0.0505
C 6.568 3.452 -0.468  -0.3172
F 7.247 4.377 -1.189  0.0772
O 5.424 4.057 0.103  0.1394
H 5.702 2.776 -2.336  0.1462
H 6.617 1.525 -1.473  0.1414
H 7.212 3.070 0.327  0.1747
O -1.129 -2.900 -1.083  0.1823
C -2.172 -3.336 -1.431  -0.5361
O -2.847 -2.928 -2.536  0.0743
C -3.985 -3.780 -2.685  -0.0553
C -4.185 -4.286 -1.278  -0.3186
F -4.688 -5.546 -1.267  0.0757
O -2.865 -4.311 -0.769  0.1354
H -3.749 -4.587 -3.381  0.1453
H -4.841 -3.226 -3.061  0.1400
H -4.805 -3.643 -0.651  0.1609

Computed properties:
Lowest unoccupied orbital energy   -0.54 eV
SMILES string   CC(C)CC1=CC(=O)c2ccccc2C1=O.O=C1OC[C@@H](F)O1.O=C1OC[C@@H](F)O1
Frontier orbital gap   9.02 eV
E_HOMO   -9.55 eV